Here is a 12-piece molecular cluster, C72H180N12 overall from the OMol25 dataset. Energies are from ωB97M-V/def2-TZVPD.

CARTESIAN COORDINATES (ANGSTROEM)
1 C -7.113 5.858 1.106
2 C -5.832 5.585 1.832
3 N -4.673 5.377 0.947
4 C -4.129 6.647 0.436
5 C -3.258 7.483 1.397
6 C -3.661 4.442 1.464
7 C -3.991 3.047 0.987
8 H -7.025 6.782 0.501
9 H -7.991 5.887 1.731
10 H -7.335 5.049 0.393
11 H -5.665 6.337 2.607
12 H -5.892 4.613 2.382
13 H -3.514 6.630 -0.430
14 H -4.967 7.275 0.184
15 H -3.763 7.481 2.390
16 H -2.287 6.998 1.628
17 H -3.094 8.510 0.992
18 H -3.517 4.490 2.544
19 H -2.717 4.822 1.015
20 H -5.065 2.749 1.170
21 H -3.382 2.311 1.475
22 H -3.915 3.105 -0.093
23 C -1.624 2.260 -6.021
24 C -2.787 3.237 -5.646
25 N -4.059 2.580 -5.272
26 C -3.921 1.665 -4.137
27 C -3.437 2.257 -2.842
28 C -4.769 1.954 -6.368
29 C -5.171 2.903 -7.495
30 H -1.261 1.698 -5.186
31 H -0.791 2.900 -6.460
32 H -1.945 1.490 -6.795
33 H -2.395 3.710 -4.732
34 H -2.964 3.877 -6.490
35 H -4.938 1.259 -4.060
36 H -3.289 0.769 -4.408
37 H -2.369 2.553 -3.046
38 H -4.081 3.040 -2.490
39 H -3.347 1.564 -1.984
40 H -5.687 1.613 -5.914
41 H -4.247 0.975 -6.753
42 H -4.293 3.104 -8.125
43 H -5.617 3.864 -7.129
44 H -6.012 2.542 -8.099
45 C 1.862 1.497 -4.232
46 C 3.226 2.104 -4.598
47 N 3.263 2.944 -5.769
48 C 2.538 4.163 -5.721
49 C 2.980 5.307 -6.684
50 C 3.304 2.337 -7.035
51 C 4.363 1.190 -7.043
52 H 1.618 0.746 -4.998
53 H 1.123 2.229 -4.314
54 H 1.988 1.056 -3.271
55 H 3.561 2.663 -3.679
56 H 3.915 1.251 -4.849
57 H 1.509 3.969 -5.842
58 H 2.459 4.481 -4.679
59 H 4.094 5.345 -6.550
60 H 2.715 5.071 -7.739
61 H 2.433 6.192 -6.395
62 H 3.650 3.044 -7.788
63 H 2.328 1.976 -7.337
64 H 4.735 0.967 -8.066
65 H 3.918 0.257 -6.706
66 H 5.253 1.369 -6.385
67 C -4.713 -7.799 1.688
68 C -3.204 -7.746 1.485
69 N -2.898 -6.883 0.291
70 C -1.719 -7.252 -0.514
71 C -0.480 -7.522 0.346
72 C -2.789 -5.500 0.777
73 C -2.869 -4.291 -0.175
74 H -5.092 -8.339 2.582
75 H -5.255 -8.262 0.846
76 H -5.113 -6.821 1.801
77 H -2.593 -7.353 2.361
78 H -2.814 -8.739 1.347
79 H -1.518 -6.456 -1.239
80 H -1.944 -8.135 -1.083
81 H -0.602 -8.320 1.174
82 H -0.100 -6.613 0.853
83 H 0.211 -7.815 -0.406
84 H -3.531 -5.437 1.615
85 H -1.862 -5.445 1.360
86 H -3.770 -4.363 -0.762
87 H -2.942 -3.370 0.468
88 H -2.037 -4.178 -0.836
89 C 3.710 3.851 5.059
90 C 2.770 4.690 4.176
91 N 1.402 4.224 4.202
92 C 1.185 2.984 3.471
93 C 0.046 2.111 3.976
94 C 0.378 5.172 3.798
95 C 0.211 6.448 4.671
96 H 3.504 3.779 6.151
97 H 4.743 4.221 5.014
98 H 3.815 2.860 4.664
99 H 2.605 5.749 4.483
100 H 3.076 4.717 3.132
101 H 1.004 3.221 2.361
102 H 2.100 2.331 3.545
103 H -0.941 2.562 3.743
104 H 0.034 1.132 3.544
105 H 0.106 2.137 5.035
106 H -0.604 4.695 3.788
107 H 0.583 5.572 2.827
108 H -0.694 7.039 4.358
109 H 1.063 7.120 4.662
110 H 0.078 6.164 5.741
111 C -0.705 -6.792 7.114
112 C -1.211 -5.459 6.501
113 N -2.277 -5.622 5.508
114 C -2.509 -4.389 4.725
115 C -2.602 -3.093 5.612
116 C -3.577 -6.170 6.019
117 C -4.093 -7.293 5.046
118 H -0.409 -7.502 6.337
119 H -1.424 -7.300 7.763
120 H 0.128 -6.575 7.823
121 H -1.439 -4.822 7.303
122 H -0.344 -4.972 6.026
123 H -1.692 -4.221 4.036
124 H -3.495 -4.570 4.226
125 H -1.621 -2.800 5.967
126 H -2.872 -2.296 5.027
127 H -3.248 -3.197 6.536
128 H -4.372 -5.410 6.121
129 H -3.406 -6.618 7.041
130 H -3.170 -7.874 4.926
131 H -4.417 -6.948 4.053
132 H -4.898 -7.842 5.492
133 C 0.350 5.177 -2.911
134 C -0.728 5.545 -1.859
135 N -0.951 6.904 -1.434
136 C 0.343 7.454 -0.879
137 C 0.625 6.701 0.436
138 C -1.393 7.779 -2.531
139 C -2.189 9.009 -2.027
140 H 1.353 5.165 -2.451
141 H 0.278 5.862 -3.755
142 H 0.207 4.129 -3.296
143 H -1.671 5.190 -2.338
144 H -0.611 4.971 -0.981
145 H 1.221 7.318 -1.519
146 H 0.263 8.486 -0.716
147 H 1.614 6.982 0.734
148 H -0.039 6.912 1.250
149 H 0.657 5.576 0.351
150 H -2.066 7.256 -3.187
151 H -0.589 8.067 -3.182
152 H -2.306 9.601 -2.939
153 H -1.733 9.627 -1.243
154 H -3.206 8.714 -1.662
155 C 5.886 -1.004 7.016
156 C 4.997 0.078 6.426
157 N 4.171 -0.241 5.263
158 C 3.209 -1.309 5.525
159 C 2.072 -1.355 4.536
160 C 4.916 -0.459 3.988
161 C 4.771 0.676 2.994
162 H 5.373 -1.823 7.404
163 H 6.496 -0.579 7.786
164 H 6.517 -1.391 6.243
165 H 4.460 0.382 7.312
166 H 5.600 0.923 6.159
167 H 2.753 -1.196 6.501
168 H 3.789 -2.241 5.525
169 H 1.510 -0.410 4.654
170 H 1.459 -2.249 4.619
171 H 2.557 -1.454 3.535
172 H 5.973 -0.414 4.242
173 H 4.658 -1.419 3.535
174 H 3.717 1.028 3.015
175 H 5.318 1.587 3.284
176 H 5.009 0.490 1.950
177 C 5.889 -4.464 3.326
178 C 4.816 -5.195 2.535
179 N 3.487 -5.104 3.058
180 C 2.439 -5.403 2.089
181 C 2.061 -4.143 1.296
182 C 3.307 -5.897 4.248
183 C 2.241 -5.392 5.183
184 H 6.912 -4.795 3.116
185 H 5.763 -4.620 4.381
186 H 5.800 -3.403 3.053
187 H 4.857 -4.643 1.560
188 H 5.235 -6.212 2.319
189 H 2.774 -6.273 1.445
190 H 1.563 -5.685 2.655
191 H 1.305 -4.325 0.574
192 H 1.803 -3.345 1.958
193 H 2.971 -3.783 0.793
194 H 4.227 -6.001 4.887
195 H 3.017 -6.952 3.973
196 H 2.456 -4.450 5.640
197 H 2.067 -6.149 5.979
198 H 1.209 -5.253 4.733
199 C -0.591 -1.966 2.185
200 C 0.345 -1.009 1.407
201 N -0.328 0.064 0.754
202 C 0.642 0.952 0.173
203 C 0.004 2.129 -0.549
204 C -1.330 -0.421 -0.215
205 C -0.816 -1.200 -1.394
206 H -0.083 -2.523 2.945
207 H -1.172 -2.706 1.573
208 H -1.352 -1.460 2.734
209 H 1.071 -0.487 2.135
210 H 1.015 -1.559 0.686
211 H 1.398 1.255 0.938
212 H 1.280 0.485 -0.600
213 H -0.739 2.694 0.027
214 H 0.792 2.877 -0.779
215 H -0.443 1.804 -1.510
216 H -2.014 0.375 -0.451
217 H -1.925 -1.240 0.197
218 H -0.167 -0.691 -2.056
219 H -1.629 -1.654 -1.964
220 H -0.213 -2.106 -1.017
221 C -3.224 -4.472 -7.309
222 C -3.626 -3.010 -6.989
223 N -2.732 -2.252 -6.110
224 C -1.500 -1.968 -6.799
225 C -0.517 -1.144 -5.978
226 C -2.486 -2.837 -4.787
227 C -3.745 -3.244 -4.011
228 H -2.929 -5.067 -6.416
229 H -2.421 -4.596 -8.007
230 H -4.105 -4.869 -7.779
231 H -3.791 -2.570 -7.956
232 H -4.612 -2.975 -6.527
233 H -1.017 -2.898 -7.209
234 H -1.784 -1.414 -7.702
235 H -0.989 -0.289 -5.565
236 H -0.014 -1.657 -5.208
237 H 0.243 -0.794 -6.649
238 H -1.954 -2.091 -4.271
239 H -1.800 -3.736 -4.864
240 H -4.472 -2.488 -3.912
241 H -3.510 -3.599 -2.980
242 H -4.170 -4.102 -4.487
243 C 4.364 1.708 -0.864
244 C 4.926 0.596 -1.667
245 N 4.108 -0.593 -1.716
246 C 4.568 -1.492 -2.754
247 C 3.456 -2.438 -3.248
248 C 3.883 -1.327 -0.412
249 C 5.054 -1.868 0.362
250 H 3.470 2.227 -1.264
251 H 5.131 2.439 -0.631
252 H 4.045 1.355 0.143
253 H 5.111 0.865 -2.737
254 H 5.979 0.324 -1.266
255 H 5.464 -2.026 -2.470
256 H 4.890 -0.876 -3.603
257 H 3.696 -2.831 -4.241
258 H 2.532 -1.822 -3.239
259 H 3.322 -3.302 -2.654
260 H 3.334 -0.772 0.363
261 H 3.191 -2.119 -0.603
262 H 5.914 -1.249 0.029
263 H 4.908 -1.793 1.453
264 H 5.291 -2.929 0.034

Calculated values
charge	0
E	-95457.028	eV
energy above the lowest of the compared OMol25 structures with the same formula, charge and spin	119.2	kcal/mol
F_max	3.09	eV Å⁻¹
molecular weight	1214.316	g/mol
SMILES	CCN(CC)CC.CCN(CC)CC.CCN(CC)CC.CCN(CC)CC.CCN(CC)CC.CCN(CC)CC.CCN(CC)CC.CCN(CC)CC.CCN(CC)CC.CCN(CC)CC.CCN(CC)CC.CCN(CC)CC
highest occupied orbital energy	-7.82	eV